C20H28BrN3O5PtS | wB97M-V/def2-TZVPD

The geometry in XYZ format:
```
59
Properties=species:S:1:pos:R:3:lowdin_charge:R:1
Pt 0.8089 1.1876 -0.0897 1.284
C -5.8957 -2.1052 2.7229 -0.012
C -4.5992 -1.4283 2.4721 -0.212
C -3.5532 -2.0686 1.7973 0.017
C -2.3496 -1.4260 1.5803 -0.040
C -2.1799 -0.1435 2.0838 -0.330
C -3.2100 0.5447 2.7063 -0.021
C -4.4038 -0.1144 2.9177 0.017
S -0.5541 0.6237 1.9670 0.957
C 0.4062 -0.4590 3.0887 -0.108
O -0.5923 1.9405 2.5762 -0.376
H -5.9826 -3.0433 2.1819 0.093
H -6.7310 -1.4567 2.4573 0.104
H -5.9900 -2.3077 3.7930 0.111
H -3.6891 -3.0764 1.4396 0.132
H -1.5468 -1.9044 1.0393 0.112
H -3.0530 1.5549 3.0513 0.126
H -5.2016 0.3894 3.4395 0.138
H -0.0415 -0.4122 4.0768 0.097
H 1.4296 -0.0974 3.1284 0.076
H 0.3741 -1.4680 2.6949 0.072
C 3.6808 2.5778 0.8617 -0.053
N 2.9047 3.6160 1.5018 0.052
C 1.6692 3.9578 1.1142 -0.569
N 1.0874 5.0096 1.6982 0.232
O 1.0543 3.3434 0.2022 -0.106
H 4.7325 2.8517 0.8950 0.109
H 3.3882 2.4829 -0.1875 0.084
H 3.5580 1.6091 1.3576 0.079
H 3.3506 4.1365 2.2432 0.162
H 1.5547 5.6000 2.3649 0.135
H 0.1421 5.2382 1.4390 0.138
C -1.0226 -0.3686 -3.2320 0.007
C -0.6077 1.0503 -2.7379 -0.710
C 0.8745 1.3090 -3.0799 -0.004
C -1.4743 2.0986 -3.4870 0.005
O -0.8399 1.1311 -1.4116 -0.138
H -0.8185 -0.4639 -4.2932 0.101
H -2.0810 -0.5227 -3.0504 0.094
H -0.4666 -1.1097 -2.6636 0.064
H 1.0515 1.1474 -4.1394 0.116
H 1.5220 0.6290 -2.5159 0.061
H 1.1282 2.3401 -2.8301 0.095
H -1.2807 2.0270 -4.5523 0.102
H -1.2129 3.0911 -3.1313 0.092
H -2.5269 1.9194 -3.3000 0.093
Br 2.8420 -4.3902 -4.7536 0.799
C 3.0580 -3.9094 -2.9406 -0.641
C 3.9678 -4.5855 -2.1168 -0.147
N 4.1115 -4.2350 -0.8704 0.087
C 3.4621 -3.2477 -0.3100 -0.074
C 2.5381 -2.5159 -1.0542 -0.112
C 2.3337 -2.8608 -2.3835 -0.049
C 1.8379 -1.3117 -0.4762 -0.633
O 2.5296 -0.2656 -0.3874 -0.081
O 0.6424 -1.3382 -0.1590 0.022
H 4.5775 -5.4012 -2.4819 0.121
H 3.6653 -3.0492 0.7316 0.125
H 1.6210 -2.3207 -2.9882 0.105
```

## Properties
Gap between HOMO and LUMO (spin up / spin down) ... 3.24 / 3.31 eV
Net charge ... +2
LUMO energy (spin up / spin down) ... -10.41 / -10.34 eV
2S+1 ... 1
HOMO level (spin up / spin down) ... -13.6473 / -13.6555 eV

---

C4H9NO | wB97M-V/def2-TZVPD

The geometry in XYZ format:
```
15
Properties=species:S:1:pos:R:3:lowdin_charge:R:1
C -1.7445 0.4976 0.4512 -0.119
C -0.9693 -0.3105 -0.5850 -0.247
C 0.2932 -0.9628 -0.0234 -0.209
N 1.2527 -0.0041 0.5004 0.011
C 2.1756 0.5973 -0.2938 -0.370
O 2.3378 0.3600 -1.4746 0.012
H -2.6499 0.9296 0.0146 0.070
H -2.0507 -0.1271 1.2999 0.073
H -1.1420 1.3269 0.8394 0.065
H -0.6797 0.3297 -1.4263 0.110
H -1.6089 -1.1034 -0.9917 0.108
H 0.8002 -1.5324 -0.8075 0.118
H 0.0382 -1.6573 0.7854 0.119
H 1.1580 0.3224 1.4497 0.129
H 2.7891 1.3339 0.2619 0.129
```

## Properties
Gap between HOMO and LUMO ... 10.64 eV
LUMO energy ... 0.87 eV
2S+1 ... 1
SMILES string ... CCCNC=O
HOMO level ... -9.7666 eV

---

C36H43AsN4O2PRu | wB97M-V/def2-TZVPD

The geometry in XYZ format:
```
88
Properties=species:S:1:pos:R:3:lowdin_charge:R:1
Ru -0.0745 -0.7733 -0.4091 1.146
C -3.7034 -1.0116 -1.4873 -0.002
C -2.6183 -1.6219 -0.6421 -0.213
C -2.3381 -1.0906 0.6286 -0.245
C -3.1384 0.0833 1.1275 -0.029
C -1.4414 -1.7539 1.4985 -0.207
C -1.5126 -1.4315 2.9676 -0.011
C -0.7277 -2.8984 1.0332 -0.218
C 0.1960 -3.6483 1.9547 -0.015
C -1.0259 -3.4382 -0.2194 -0.179
C -0.4733 -4.7904 -0.5768 -0.004
C -1.9673 -2.7862 -1.0685 -0.162
C -2.3615 -3.4043 -2.3791 -0.020
H -3.2759 -0.3352 -2.2285 0.062
H -4.4045 -0.4389 -0.8887 0.085
H -4.2704 -1.7757 -2.0122 0.097
H -4.1600 -0.2288 1.3587 0.117
H -3.1824 0.8615 0.3674 0.076
H -2.7201 0.5080 2.0343 0.069
H -1.3361 -0.3853 3.1909 0.061
H -0.8207 -2.0148 3.5597 0.074
H -2.5231 -1.6724 3.3090 0.121
H -0.3430 -4.4715 2.4321 0.119
H 0.6032 -3.0165 2.7357 0.055
H 1.0275 -4.0829 1.4066 0.079
H -0.8850 -5.5330 0.1122 0.116
H 0.6066 -4.8243 -0.4749 0.073
H -0.7245 -5.1042 -1.5822 0.080
H -3.1856 -4.1050 -2.2101 0.125
H -1.5494 -3.9523 -2.8434 0.072
H -2.6952 -2.6612 -3.0967 0.079
O 1.8256 -2.9372 -0.7485 -0.066
N 2.0375 -1.6815 -0.1986 -0.093
C 3.1695 -1.1650 -0.4658 -0.066
C 3.6681 0.0653 0.1306 -0.202
C 5.0546 0.2176 0.1480 -0.004
C 5.6390 1.2782 0.8172 -0.025
C 4.8343 2.1906 1.4831 -0.021
C 3.4547 2.0472 1.4620 -0.074
C 2.8532 1.0033 0.7613 -0.278
P 1.0337 0.9060 0.8540 1.091
C 0.4330 2.5969 0.6272 -0.356
C -0.8893 2.8650 0.9882 -0.125
C -1.3983 4.1494 0.8921 -0.068
C -0.5987 5.1776 0.4058 -0.053
C 0.6991 4.9096 -0.0038 -0.046
C 1.2127 3.6219 0.0958 -0.107
C 0.9363 0.5927 2.6425 -0.356
C 1.5801 -0.5572 3.1067 -0.115
C 1.6444 -0.8219 4.4629 -0.055
C 1.0529 0.0514 5.3698 -0.041
C 0.4085 1.1903 4.9147 -0.044
C 0.3537 1.4699 3.5532 -0.078
H 2.5932 -3.1842 -1.2913 0.122
H 3.8638 -1.7136 -1.1026 0.151
H 5.6772 -0.5249 -0.3372 0.127
H 6.7157 1.3773 0.8382 0.125
H 5.2785 3.0152 2.0251 0.125
H 2.8432 2.7515 2.0116 0.120
H -1.5173 2.0671 1.3560 0.081
H -2.4145 4.3521 1.2060 0.124
H -0.9890 6.1854 0.3436 0.123
H 1.3196 5.7046 -0.3972 0.122
H 2.2269 3.4330 -0.2288 0.108
H 2.0484 -1.2361 2.4032 0.098
H 2.1591 -1.7059 4.8179 0.121
H 1.1098 -0.1492 6.4315 0.121
H -0.0447 1.8755 5.6191 0.120
H -0.1304 2.3766 3.2196 0.100
N 0.4659 -1.0807 -2.3074 -0.005
C 0.1366 -1.5661 -3.3350 -0.348
N -0.1346 -2.2311 -4.3454 0.115
C -0.4725 -1.9392 -5.5906 -0.360
N -0.7998 -1.7100 -6.6735 0.152
C 0.7804 2.2919 -3.0077 -0.167
As -0.9928 1.6989 -2.6458 1.079
C -2.1437 3.1885 -2.3979 -0.156
C -1.5858 0.8547 -4.2480 -0.178
O -1.1172 0.7582 -1.2259 -0.626
H 0.8179 2.6554 -4.0348 0.065
H 1.4629 1.4518 -2.8885 0.039
H 1.0456 3.0931 -2.3276 0.018
H -2.0821 3.8232 -3.2816 0.065
H -1.8399 3.7444 -1.5171 0.014
H -3.1648 2.8306 -2.2794 0.061
H -1.8593 1.6402 -4.9536 0.069
H -2.4531 0.2245 -4.0687 0.046
H -0.7832 0.2751 -4.6824 0.011
```

## Properties
Gap between HOMO and LUMO (spin up / spin down) ... 6.92 / 7.13 eV
Net charge ... +2
LUMO energy (spin up / spin down) ... -6.69 / -6.60 eV
2S+1 ... 2
HOMO level (spin up / spin down) ... -13.6037 / -13.7333 eV

---

C4H19NO4S2 | wB97M-V/def2-TZVPD

The geometry in XYZ format:
```
30
Properties=species:S:1:pos:R:3:lowdin_charge:R:1
C -0.2270 -1.1985 -1.8866 -0.201
C 0.4087 -0.3919 -3.0031 -0.441
S 0.0078 1.5442 -2.8110 0.402
S -0.9746 2.0643 -1.2132 0.425
C 0.1922 2.4009 0.1768 -0.512
C -0.4838 3.3556 1.1232 -0.344
N -0.5331 2.5834 2.3971 0.000
H 0.3905 -1.4443 -1.0477 0.050
H -1.0348 -0.6125 -1.3003 0.056
H -0.7763 -2.1374 -2.1286 0.041
H 1.4806 -0.4347 -3.0473 0.022
H -0.0352 -0.6633 -3.9726 0.062
H 0.2038 1.3308 0.6054 0.064
H 1.1584 2.7959 -0.1509 0.075
H -0.0384 4.3856 1.0597 0.124
H -1.4860 3.7640 0.8943 0.098
H -1.4515 2.3333 2.6619 0.068
H 0.0071 3.0482 3.0830 0.065
O 3.3430 -0.7092 -1.4169 -0.077
H 4.1277 -0.3262 -1.6809 -0.021
H 2.9288 -0.0160 -0.7179 0.125
O -0.2481 -0.4123 2.9173 -0.036
H 0.3162 -1.0727 2.4900 0.037
H -0.1675 0.3672 2.4254 -0.053
O -1.5740 -4.0030 -0.9322 -0.108
H -2.1647 -3.4675 -1.6217 0.110
H -0.6647 -3.7614 -0.8518 -0.002
O -0.6518 -3.4247 2.7079 -0.056
H -1.5243 -3.3346 2.2177 0.079
H -0.5289 -2.5631 3.0228 -0.052
```

## Properties
Gap between HOMO and LUMO ... 9.15 eV
LUMO energy ... 0.29 eV
2S+1 ... 1
SMILES string ... CCSSCCN.O.O.O.O
HOMO level ... -8.8550 eV

---

C9H14 | wB97M-V/def2-TZVPD

The geometry in XYZ format:
```
23
Properties=species:S:1:pos:R:3:lowdin_charge:R:1
C 1.8926 3.4021 -0.8773 -0.048
C 1.2558 1.9715 -0.6846 -0.292
C 1.1035 1.5456 0.6208 -0.107
C 0.7896 0.2429 0.9311 -0.085
C 0.6126 -0.7095 -0.1599 -0.080
C 0.7312 -0.2062 -1.4321 -0.128
C 0.9342 1.1281 -1.7268 -0.073
H 1.0612 4.0064 -1.0979 0.045
H 2.7555 3.2397 -1.6591 0.114
H 2.3450 3.8878 0.0082 0.068
H 1.2040 2.3661 1.4573 0.143
H 0.8344 0.0065 2.0205 0.108
H 0.1346 -1.5900 0.2833 0.092
H 0.4319 -0.8965 -2.2227 0.103
H 1.0568 1.4457 -2.8300 0.142
C -3.2673 -3.0472 0.6499 -0.186
C -2.7345 -3.2720 2.0385 -0.179
H -3.1233 -3.8952 -0.0125 0.064
H -4.3269 -2.8203 0.6465 0.066
H -2.7042 -2.2738 0.2147 0.034
H -2.9745 -2.4028 2.6395 0.060
H -1.6263 -3.0848 2.1258 0.067
H -2.9740 -4.3214 2.2688 0.073
```

## Properties
Gap between HOMO and LUMO ... 9.96 eV
LUMO energy ... 0.97 eV
2S+1 ... 1
SMILES string ... Cc1ccccc1.CC
HOMO level ... -8.9913 eV

---

C5H7NO3 | wB97M-V/def2-TZVPD

The geometry in XYZ format:
```
16
Properties=species:S:1:pos:R:3:lowdin_charge:R:1
C 2.7749 0.8458 -0.2620 0.066
C 1.6907 0.1276 0.0615 -0.078
C 0.3145 0.6775 -0.1669 -0.398
O 0.2012 1.8341 -0.5692 0.086
N -0.7438 -0.2058 0.0303 0.005
C -0.5557 -1.6472 -0.0083 -0.024
C -2.0520 0.2324 0.1684 -0.524
O -3.0601 -0.4541 0.0684 0.080
O -2.1960 1.5336 0.4797 0.123
H 2.6914 1.8364 -0.7030 0.076
H 3.7737 0.4615 -0.0856 0.065
H 1.8147 -0.8425 0.5208 0.087
H 0.1049 -1.9139 -0.8391 0.101
H -1.4972 -2.1907 -0.1264 0.097
H -0.0980 -1.9659 0.9338 0.096
H -3.1633 1.6713 0.4975 0.142
```

## Properties
Gap between HOMO and LUMO ... 10.41 eV
LUMO energy ... 0.11 eV
2S+1 ... 1
SMILES string ... C=CC(=O)N(C)C(=O)O
HOMO level ... -10.2958 eV

---

C14H18N3OSi2W | wB97M-V/def2-TZVPD

The geometry in XYZ format:
```
39
Properties=species:S:1:pos:R:3:lowdin_charge:R:1
W -0.2192 -0.0154 1.4552 1.263
C 1.3730 2.8634 -0.1269 -0.199
Si -0.2730 1.9889 -0.1219 0.522
C -1.7231 3.1480 -0.0269 -0.198
C -0.4427 0.7511 -1.5656 -0.302
C -0.7923 1.4452 -2.7351 -0.100
C -0.9710 0.8008 -3.9475 -0.052
C -0.8298 -0.5752 -4.0184 -0.052
C -0.5097 -1.2864 -2.8744 -0.094
C -0.2960 -0.6561 -1.6407 -0.308
Si 0.1138 -1.8890 -0.2595 0.528
C -1.0722 -3.3197 -0.2278 -0.197
C 1.9038 -2.4139 -0.2500 -0.202
H 1.4645 3.4273 -1.0598 0.045
H 2.2189 2.1784 -0.0697 0.029
H 1.4409 3.5734 0.6986 0.039
H -1.6267 3.9323 -0.7814 0.043
H -1.7619 3.6361 0.9477 0.039
H -2.6643 2.6234 -0.1876 0.039
H -0.9277 2.5219 -2.7099 0.102
H -1.2237 1.3721 -4.8308 0.117
H -0.9731 -1.0931 -4.9573 0.117
H -0.4217 -2.3653 -2.9531 0.104
H -0.8493 -4.0232 -1.0332 0.042
H -2.1039 -2.9861 -0.3347 0.038
H -0.9832 -3.8667 0.7124 0.038
H 2.0888 -3.0072 -1.1505 0.045
H 2.1397 -3.0404 0.6112 0.038
H 2.5854 -1.5637 -0.2625 0.031
O 1.6973 0.0719 2.1393 -0.323
N 2.5032 -0.0440 3.1422 0.089
C 1.9986 -0.2293 4.3358 -0.247
C 0.5803 -0.2804 4.2870 -0.010
N -0.3166 -0.2150 3.5599 0.098
C 2.8108 -0.3684 5.4967 -0.136
N 3.4311 -0.4713 6.4555 0.219
C -2.0770 -0.1731 1.5063 -0.245
H -2.8114 -0.2834 2.2955 0.016
H -2.4805 -0.1682 0.4818 0.024
```

## Properties
Gap between HOMO and LUMO ... 7.36 eV
Net charge ... +1
LUMO energy ... -5.23 eV
2S+1 ... 1
HOMO level ... -12.5945 eV

---

C5H12N2O | wB97M-V/def2-TZVPD

The geometry in XYZ format:
```
20
Properties=species:S:1:pos:R:3:lowdin_charge:R:1
C -0.6886 -0.6835 1.1071 -0.126
C -0.4656 0.1212 -0.1707 -0.636
C -1.2937 -0.6238 -1.1843 -0.128
C -0.8862 1.6552 0.1031 -0.046
C 1.9367 0.7582 -0.1221 -0.277
H -1.6288 -0.4127 1.6612 0.069
H 0.1387 -0.6727 2.0739 0.136
H -1.0509 -1.9578 0.7151 0.177
H -2.3658 -1.1634 -0.8324 0.111
H -0.4352 -1.4674 -1.0112 0.097
H -1.8951 -0.1613 -2.2345 0.148
H -2.0868 1.7791 0.1652 0.134
H -0.4242 2.3967 -0.7313 0.118
H -0.4918 2.0549 0.9116 -0.019
H 1.5920 -1.3271 0.9965 0.215
H 1.8648 1.8642 -0.0739 0.126
H 3.0099 -0.7468 -0.3931 0.103
N 0.9339 -0.1973 -0.7215 -0.064
N 3.0720 0.3313 -0.1750 0.086
O 1.1646 -1.5469 -0.0837 -0.224
```

## Properties
Gap between HOMO and LUMO ... 10.29 eV
LUMO energy ... 0.40 eV
2S+1 ... 1
HOMO level ... -9.8888 eV

---

The evaluated electronic energy for the records listed, in turn: -120005.75475 -7831.88458 -120778.51038 -35804.57271 -9558.29078 -12930.96019 -38896.90727 -10398.41690 eV.
The evaluated ΔE to the lowest compared entry with this formula, charge and spin for the records listed, in turn: 419.1 42.0 20.3 239.2 182.4 118.1 186.6 965.5 kJ/mol.